[1]
Below is an isolated ion of composition C2H5N2 and charge +1, with properties calculated with wB97M-V/def2-TZVPD.

Structure (XYZ):
```
9
Properties=species:S:1:pos:R:3:forces:R:3:mulliken_charge:R:1
N 0.335 0.502 -1.376 -0.675 0.347 -3.782 -0.3367
C 0.007 0.144 -0.204 -0.516 -2.874 2.356 0.4357
C 0.286 -0.011 1.267 -1.705 0.491 0.146 -0.2588
N -0.771 -0.690 0.425 -2.591 -1.533 -2.147 -0.3345
H 1.116 1.055 -1.629 1.030 0.816 0.740 0.2582
H -0.156 0.293 -2.292 0.087 -0.281 2.001 0.2924
H 1.033 -0.611 1.797 0.123 0.104 -0.858 0.2768
H -0.168 0.790 1.858 0.459 -0.226 0.048 0.2344
H -1.683 -1.473 0.153 3.789 3.155 1.497 0.4326
```
Forces are in eV/Å.

Summary:
**Frontier orbital gap**: 11.93 eV
**Total charge**: +1
**SMILES**: [NH2+]=C1CN1
**HOMO energy**: -15.82 eV
**LUMO**: -3.9 eV


[2]
Below is a 2-piece molecular cluster, C8H16N2 overall, with properties calculated with wB97M-V/def2-TZVPD.

Structure (XYZ):
```
26
Properties=species:S:1:pos:R:3:forces:R:3:mulliken_charge:R:1
C -1.448 -1.921 0.308 0.326 -0.270 0.319 -0.3275
C -0.474 -3.035 0.757 -0.146 1.002 -0.774 -1.3143
C -1.021 -1.227 -0.947 -0.727 0.412 -0.031 1.0524
C -0.651 -1.746 -2.155 1.262 -0.179 -0.132 -2.3489
C -1.043 0.384 -2.348 -0.163 0.375 -0.054 -2.4408
N -1.279 0.129 -1.086 -0.358 -0.485 0.050 -0.4381
N -0.632 -0.695 -3.031 -0.130 0.416 0.112 0.7953
H -2.447 -2.338 0.142 0.006 -0.025 0.100 0.2914
H -1.559 -1.167 1.085 0.052 0.114 0.037 0.2205
H -0.583 -3.304 1.804 -0.203 -0.309 -0.024 0.3489
H -0.154 -2.674 -2.400 -0.473 -0.064 -0.075 0.6606
H -1.230 1.328 -2.834 0.305 0.036 -0.016 0.6548
H -0.259 -0.620 -3.983 -0.074 -0.476 -0.012 1.2093
H 0.529 -2.633 0.607 0.174 -0.197 0.145 0.4214
H -0.600 -3.862 0.062 0.141 -0.377 0.301 0.2825
C 1.308 2.675 1.505 -0.412 0.693 0.278 -0.2117
C 2.347 1.703 0.992 0.402 -0.467 -0.069 -1.1661
C -0.115 2.140 1.414 0.123 -0.185 -0.590 -0.8062
H 1.513 3.026 2.523 0.165 -0.432 0.116 0.3010
H 1.348 3.607 0.936 0.101 0.010 -0.209 0.2688
H 2.108 0.667 1.234 -0.204 -0.029 0.176 0.2432
H -0.844 2.773 1.911 -0.051 0.163 0.221 0.3774
H -0.411 2.082 0.363 -0.069 -0.205 0.165 0.0393
H 3.335 1.876 1.417 0.111 0.211 -0.030 0.3663
H 2.447 1.709 -0.093 -0.110 0.177 -0.038 0.3111
H -0.185 1.126 1.815 -0.046 0.092 0.032 0.2094
```
Forces are in eV/Å.

Summary:
**Expectation value of S²**: 0.7503
**Spin multiplicity**: 2
**Frontier orbital gap (spin up / spin down)**: 2.52 / 8.45 eV
**Total charge**: -1
**HOMO energy (spin up / spin down)**: 1.10 / -4.95 eV
**LUMO (spin up / spin down)**: 3.6 / 3.5 eV


[3]
Below is a 4-piece molecular cluster, C18H33BrN6 overall, with properties calculated with wB97M-V/def2-TZVPD.

Structure (XYZ):
```
58
Properties=species:S:1:pos:R:3:forces:R:3:mulliken_charge:R:1
C -2.953 -5.523 -2.809 -0.365 -0.598 0.097 -0.8496
C -2.025 -6.355 -1.892 -0.254 -0.098 1.465 -0.8017
N -1.524 -5.494 -0.763 0.562 2.023 2.137 0.1621
C -0.286 -4.827 -0.868 -1.426 0.326 2.337 -0.4284
C -0.116 -4.078 0.333 -0.299 -0.358 -2.333 -1.0201
N -1.273 -4.155 1.035 -2.350 -2.480 -0.847 0.2244
C -2.120 -5.091 0.429 2.313 1.608 -1.323 -0.0221
C -1.706 -3.331 2.188 0.204 -0.552 0.484 -0.6887
H -2.545 -4.580 -3.174 0.588 -0.246 -0.007 0.1603
H -3.876 -5.221 -2.313 0.092 -0.197 0.535 0.3472
H -3.335 -6.082 -3.663 0.461 -0.203 -0.047 0.3866
H -1.161 -6.922 -2.237 0.386 1.035 -1.006 0.4503
H -2.406 -7.225 -1.358 -1.415 0.254 -0.179 0.4547
H 0.180 -4.911 -1.839 0.732 -0.031 0.522 0.5871
H 0.636 -3.414 0.733 0.297 -0.249 -0.535 0.7739
H -3.115 -5.230 0.825 0.039 -0.552 -0.357 0.3740
H -1.143 -3.576 3.089 0.365 0.044 -0.223 0.3543
H -2.732 -3.572 2.468 -0.037 0.012 -0.461 0.2912
H -1.621 -2.267 1.968 0.029 -0.202 -0.156 0.2323
C 5.500 5.587 3.998 -0.350 -0.458 -0.925 -1.4336
C 4.098 5.901 3.423 0.468 1.171 0.857 -0.1046
N 3.290 4.763 3.021 -3.814 -3.999 -1.367 0.1546
C 3.680 3.414 2.925 -1.013 0.218 -0.770 -0.2373
C 2.619 2.625 2.413 1.386 2.259 0.954 -0.5664
N 1.560 3.500 2.245 -0.068 0.931 1.052 0.2536
C 1.933 4.754 2.618 2.443 -0.517 0.523 -0.2197
C 0.174 3.145 1.765 1.428 1.726 -1.419 -1.0065
H 6.132 5.120 3.242 0.038 -0.172 0.049 0.4006
H 5.426 4.941 4.873 -0.010 0.015 -0.028 0.3997
H 6.036 6.490 4.289 -0.439 0.140 -0.013 0.3614
H 4.088 6.551 2.548 0.461 0.180 0.185 0.3542
H 3.574 6.405 4.236 -0.313 0.088 -0.197 0.3242
H 4.704 3.193 3.186 -0.206 -0.412 -0.097 0.4617
H 2.518 1.583 2.148 0.290 0.231 0.224 0.2389
H 1.312 5.637 2.621 -0.050 -0.150 -0.051 0.3734
H -0.453 4.030 1.873 -0.324 -0.399 1.208 0.3644
H -0.206 2.167 2.059 0.224 0.480 0.368 0.3099
H 0.273 3.250 0.685 0.072 -0.999 -0.324 0.4881
C -0.362 -2.092 -3.255 -1.372 1.683 0.596 -1.1373
C -1.029 -1.463 -1.950 0.508 -1.177 0.145 0.0842
N -1.239 0.072 -1.898 -0.865 -1.627 -1.971 0.3017
C -1.508 0.811 -0.765 0.055 0.925 -2.296 -0.4648
C -1.758 2.083 -1.295 0.773 0.390 1.987 -0.9774
N -1.613 2.101 -2.651 -0.412 -3.809 1.738 0.1221
C -1.482 0.827 -3.013 2.197 -1.191 0.639 -0.0614
C -1.715 3.238 -3.442 -1.419 1.949 -2.249 -0.8525
H 0.716 -1.961 -3.345 -0.224 0.618 -0.032 0.3342
H -0.983 -1.575 -3.987 0.830 -0.264 -0.961 0.3657
H -0.531 -3.149 -3.457 -0.462 0.019 0.747 0.2699
H -0.464 -1.843 -1.099 0.384 1.060 0.309 -0.0823
H -1.978 -1.961 -1.747 -0.426 0.434 -0.516 0.3364
H -1.502 0.230 0.146 -0.146 0.935 0.350 0.7794
H -1.886 3.069 -0.875 -0.257 -0.348 0.612 0.5615
H -1.333 0.413 -3.999 -0.137 0.459 -0.074 0.3412
H -2.740 3.605 -3.380 0.099 0.554 0.559 0.4061
H -1.719 2.997 -4.505 0.771 -0.247 0.047 0.3368
H -0.972 4.000 -3.204 -0.121 -0.171 -0.003 0.3351
Br 0.961 -0.605 1.398 0.076 -0.061 0.040 0.0971
```
Forces are in eV/Å.

Summary:
**Expectation value of S²**: 0.7523
**Spin multiplicity**: 2
**Frontier orbital gap (spin up / spin down)**: 9.87 / 5.06 eV
**Total charge**: +3
**HOMO energy (spin up / spin down)**: -17.16 / -17.16 eV
**LUMO (spin up / spin down)**: -7.3 / -12.1 eV


[4]
Below is a 2-piece molecular cluster, CH9N3 overall, with properties calculated with wB97M-V/def2-TZVPD.

Structure (XYZ):
```
13
Properties=species:S:1:pos:R:3:forces:R:3:mulliken_charge:R:1
N 1.386 -0.103 -6.942 0.730 -1.420 -0.196 -0.5838
H 1.934 0.388 -6.271 -0.215 0.680 0.150 0.1884
H 1.276 -1.070 -6.662 -0.245 0.349 -0.215 0.1972
H 0.589 0.307 -7.375 -0.269 0.391 0.259 0.1982
N -0.721 0.184 1.902 -0.305 1.028 1.149 -0.2410
C -0.965 0.207 3.329 -1.736 -0.411 -0.573 -0.3393
N 0.020 -0.518 4.182 0.523 0.646 -2.355 -0.3470
H -1.460 -0.212 1.319 0.464 -0.454 0.027 0.3266
H -0.319 1.032 1.500 0.669 -0.524 -0.065 0.3091
H -0.998 1.247 3.645 -0.003 0.066 0.197 0.3565
H -1.939 -0.270 3.432 0.091 0.158 0.566 0.3461
H 0.815 0.099 4.319 0.314 -0.007 0.625 0.3006
H 0.381 -1.292 3.623 -0.016 -0.501 0.431 0.2884
```
Forces are in eV/Å.

Summary:
**Expectation value of S²**: 0.7599
**Spin multiplicity**: 2
**Frontier orbital gap (spin up / spin down)**: 7.30 / 1.62 eV
**Total charge**: +1
**HOMO energy (spin up / spin down)**: -11.09 / -11.09 eV
**LUMO (spin up / spin down)**: -3.8 / -9.5 eV


Which maximum force belongs to each record? In order, 0.1002, 0.0249, 0.1107, 0.0486 hartree/bohr.
Which ΔE to the lowest compared entry with this formula, charge and spin belongs to each record? In order, 132.84, 0.00, 53.20, 80.50 kJ/mol.
Which molar mass belongs to each record? In order, 57.08, 140.23, 413.41, 63.10 Da.